[1]
The following is a DFT calculation (ωB97M-V/def2-TZVPD) of a structure of composition C8H23AgO10 at a distorted geometry.

Last column: natural (NBO) charge in e.
Geometry (Å):
O1 6.25 6.81 -8.31  -0.71
H1 12.36 8.44 -15.00  0.15
O2 4.94 9.35 -12.38  -0.85
H2 11.82 5.78 -8.05  0.19
O3 11.39 8.05 -13.15  -0.72
O4 7.37 5.30 -10.69  -0.76
C1 9.83 13.53 -11.60  -0.25
C2 6.63 5.43 -8.23  -0.10
H3 10.74 13.16 -12.07  0.17
H4 8.32 12.28 -12.05  0.50
H5 5.45 5.21 -10.01  0.18
C3 6.42 4.85 -9.68  -0.08
O5 10.42 8.23 -7.83  -0.73
H6 10.16 13.92 -10.64  0.17
H7 12.84 10.12 -12.55  0.18
H8 13.12 6.40 -7.13  0.16
H9 6.67 7.17 -7.52  0.46
C4 11.76 8.02 -7.62  -0.09
H10 11.36 6.88 -5.47  0.47
H11 7.20 4.91 -11.55  0.49
H12 6.34 3.76 -9.74  0.17
H13 9.91 7.94 -7.07  0.48
C5 13.15 9.58 -13.45  -0.08
C6 11.96 8.89 -14.10  -0.09
O6 3.85 10.81 -13.45  -0.69
O7 11.33 6.21 -6.16  -0.73
Ag1 8.20 8.68 -10.95  0.95
H14 11.91 7.24 -13.19  0.47
O8 9.07 12.34 -11.45  -0.76
H15 3.30 10.36 -12.81  0.49
O9 6.07 10.63 -13.70  -0.84
H16 14.00 8.95 -13.18  0.15
O10 13.62 10.51 -14.40  -0.73
H17 12.10 8.67 -6.82  0.15
H18 9.32 14.32 -12.16  0.18
H19 14.10 10.10 -15.11  0.47
C7 4.96 10.26 -13.19  0.93
C8 12.05 6.53 -7.29  -0.09
H20 7.71 5.39 -8.11  0.17
H21 11.20 9.61 -14.39  0.19
H22 12.41 8.37 -8.43  0.19
H23 6.23 4.87 -7.39  0.19

Values from the calculation:
Electronic energy, eV: -33137.0737
Net charge: 0
Highest occupied orbital energy, eV: -6.628
Lowest unoccupied orbital energy, eV: -2.10
2S+1: 1
Orbital gap, eV: 4.53

[2]
The following is a DFT calculation (ωB97M-V/def2-TZVPD) of a structure of composition C23H25ClDyN2OPS at a distorted geometry.

Last column: Mulliken charge in e.
Geometry (Å):
H1 0.99 -3.27 1.26  0.38
C1 3.27 -2.00 3.45  -0.53
C2 2.44 -2.93 2.83  -0.68
H2 1.20 -4.71 -3.12  0.42
H3 5.55 -0.62 -1.80  0.43
H4 -4.94 1.39 2.67  0.29
C3 -0.53 1.08 1.78  0.33
C4 0.22 -2.26 -0.98  0.63
H5 2.40 -3.97 3.18  0.43
C5 0.99 -2.94 -1.93  -0.34
H6 2.58 0.74 1.56  0.33
C6 0.57 -4.18 -2.41  -0.72
C7 1.93 0.70 -2.41  -0.09
H7 1.92 -2.49 -2.29  0.37
C8 -0.63 -4.74 -1.97  -0.54
P1 0.80 -0.68 -0.22  1.04
Dy1 -1.33 1.20 -0.56  0.26
O1 -0.19 1.06 2.89  -0.21
H8 2.77 1.79 -4.07  0.41
C9 -1.02 -2.80 -0.58  0.04
C10 -1.44 -4.04 -1.07  -0.67
H9 -0.82 2.10 -3.70  -0.24
H10 3.71 -1.33 -0.32  0.45
H11 3.99 0.05 3.47  0.44
C11 -3.62 1.66 1.18  0.53
H12 -5.63 3.84 1.80  0.31
H13 5.09 0.96 -3.69  0.41
H14 0.92 1.07 -2.61  -0.38
H15 -2.39 -4.46 -0.73  0.43
Cl1 -2.70 0.27 -2.39  -0.34
C12 3.33 -0.67 2.99  -0.82
S1 -2.97 0.08 1.24  -0.36
C13 1.66 -2.55 1.74  -0.31
H16 3.89 -2.30 4.30  0.40
C14 2.54 -0.29 1.91  0.01
N1 -3.17 2.58 0.20  0.01
H17 -2.37 4.52 0.10  0.29
C15 -3.31 4.08 0.43  -0.47
C16 2.98 1.11 -3.24  -0.68
H18 -0.95 -5.72 -2.34  0.39
C17 4.28 0.64 -3.03  -0.51
C18 -3.55 4.33 1.90  -0.59
H19 -1.66 -2.23 0.11  0.10
H20 -3.75 5.39 2.08  0.36
H21 -4.12 4.42 -0.20  0.31
H22 -3.55 2.29 -0.71  0.40
H23 -4.95 3.67 3.43  0.42
C19 1.73 -1.23 1.25  0.20
C20 3.49 -0.65 -1.14  0.17
C21 2.19 -0.17 -1.33  0.39
C22 -4.74 3.52 2.36  -0.60
H24 -2.64 4.08 2.48  0.28
N2 -4.49 2.10 2.09  -0.07
C23 4.54 -0.25 -1.98  -0.75
H25 -0.51 2.77 -3.88  0.26

Values from the calculation:
Electronic energy, eV: -86000.7409
Net charge: +2
Highest occupied orbital energy (alpha / beta), eV: -14.114 / -14.111
Lowest unoccupied orbital energy (alpha / beta), eV: -7.28 / -7.24
2S+1: 6
Orbital gap (alpha / beta), eV: 6.84 / 6.87

- Number 1 is which compound?
  C8H23AgO10

- What is the formula in the first record?
  C8H23AgO10

- Which value of electronic energy does entry 1 give?
  -33137.0737 eV

- Look up the electronic energy of the second one.
  -86000.7409 eV